Computed, not measured: a molecular structure, C28H32N2O3SeSn, with ωB97M-V with the def2-TZVPD basis set.

```
67
Properties=species:S:1:pos:R:3:mulliken_charge:R:1
Sn -0.94254 -1.51718 0.26394 0.88
C -0.99566 -0.50806 4.68288 -1.82
C -1.03023 -0.21982 3.21287 1.25
O -1.07640 -1.22419 2.45871 -0.58
C -0.96883 1.13746 2.73405 0.42
C -0.78397 2.19206 3.65507 -0.95
C -0.61170 3.48878 3.24700 -0.95
C -0.67548 3.79743 1.88271 -0.56
C -0.91710 2.80851 0.96078 -0.24
C -1.05472 1.45706 1.34405 0.44
O -1.29210 0.58968 0.39191 -0.41
H -1.08710 -1.57981 4.83794 0.35
H -1.81015 -0.00428 5.20267 0.54
H -0.05294 -0.16821 5.11394 0.43
H -0.77381 1.97927 4.71446 0.44
H -0.43238 4.26645 3.97560 0.42
H -0.53721 4.82004 1.55673 0.46
H -0.98268 3.02830 -0.09804 0.58
C 1.65493 -0.06968 -2.42729 -1.20
C 2.75474 0.56360 -1.56252 0.34
C 2.20220 1.72561 -0.70994 -1.22
C 3.47053 -0.41725 -0.68100 0.52
C 4.83081 -0.49794 -0.71353 -0.99
C 5.52503 -1.39512 0.11695 -0.63
C 4.86094 -2.22696 1.03631 -1.06
C 3.50137 -2.21928 1.14679 0.41
C 2.83984 -3.11730 2.15123 0.38
C 1.75144 -4.02327 1.56067 -1.29
C 2.29706 -2.27101 3.32166 -1.27
C 2.73859 -1.26780 0.29292 0.58
O 1.52869 -1.12166 0.42186 0.14
H 1.38007 0.62386 -3.22004 0.48
H 0.76146 -0.28031 -1.84115 -0.11
H 2.00330 -0.99357 -2.89121 0.39
H 3.50357 0.97570 -2.24112 0.69
H 1.41101 1.37925 -0.04561 0.05
H 1.79878 2.49203 -1.37013 0.44
H 2.99466 2.17499 -0.11059 0.42
H 5.38485 0.12838 -1.39976 0.49
H 6.60464 -1.45338 0.04116 0.46
H 5.43815 -2.89894 1.65716 0.50
H 3.62101 -3.76778 2.54758 0.63
H 0.81644 -3.48327 1.42605 0.01
H 1.55803 -4.84613 2.24610 0.47
H 2.06117 -4.44606 0.60422 0.38
H 1.51079 -1.60097 2.97824 0.08
H 3.09505 -1.68015 3.77211 0.43
H 1.88926 -2.93571 4.08189 0.45
C -3.69059 -1.95005 -3.10155 -1.02
N -3.72088 -0.59540 -2.58939 0.33
C -3.83466 -0.22307 -1.30045 -0.50
Se -3.94184 -1.31736 0.19700 -0.17
N -3.85929 1.11747 -1.25681 0.21
C -3.73733 1.64234 -2.53150 0.42
C -3.68006 2.94412 -3.00997 -0.86
C -3.53221 3.09717 -4.37510 -0.55
C -3.46650 1.99397 -5.23624 -0.68
C -3.53387 0.69811 -4.76261 -0.71
C -3.65666 0.54165 -3.38769 0.74
H -3.68247 -2.65167 -2.27266 0.33
H -2.80321 -2.09519 -3.71738 0.36
H -4.57481 -2.14128 -3.70891 0.37
H -3.94362 1.64422 -0.40275 0.30
H -3.76357 3.79617 -2.34903 0.45
H -3.46931 4.09250 -4.79245 0.42
H -3.36860 2.16553 -6.29919 0.42
H -3.50390 -0.15259 -5.42962 0.46
```

multiplicity: 1
ΔE to the lowest compared entry with this formula, charge and spin: 0.00 kcal per mole
max |F|: 0.0496 hartree/bohr
charge: +2
electronic energy: -4036.60788 Ha
HOMO-LUMO gap (alpha / beta): 3.33 / 3.05 eV